Here is a cluster of 2 separate species, C4H12N2O in total at a distorted geometry from the Open Molecules 2025 dataset. Energies are from ωB97M-V/def2-TZVPD.

Geometry (Å):
C1 -0.5714 1.4569 0.2442
N1 -0.1035 2.0276 1.2706
C2 1.0350 1.4576 1.9742
C3 1.6975 0.1650 1.4101
C4 0.9676 -1.1954 1.3951
N2 1.4947 -1.9591 0.2486
H1 -1.6131 1.7064 0.0099
H2 -0.0759 0.7100 -0.3716
H3 1.8079 2.2322 2.0112
H4 0.7147 1.3551 3.0319
H5 2.6398 0.0294 1.9473
H6 1.8153 0.5396 0.3811
H7 -0.1081 -1.2290 1.3369
H8 1.2706 -1.7541 2.2919
H9 2.4612 -1.9210 0.0180
H10 0.7122 -2.2587 -0.3023
O1 -3.8947 -1.1854 -5.1101
H11 -2.9565 -1.3774 -4.9386
H12 -4.0479 -0.2876 -4.8286

Frontier orbital gap   9.3 eV
ΔE to the lowest compared entry with this formula, charge and spin   65.2 kcal per mole
Highest occupied orbital energy   -8.757 eV



Here is a cluster of 11 separate species, C33H85N3O14 in total at a distorted geometry from the Open Molecules 2025 dataset. Energies are from ωB97M-V/def2-TZVPD.

Geometry (Å):
C1 6.2316 37.6596 -6.5541
C2 5.6652 39.0469 -6.1105
C3 4.7241 38.7636 -4.9583
C4 6.8679 39.8271 -5.4645
C5 7.7543 40.6097 -6.4220
C6 6.8707 41.3958 -7.4003
C7 5.9135 40.4865 -8.1783
C8 5.0298 41.5021 -8.9210
C9 6.6286 39.5864 -9.2143
N1 5.0405 39.8382 -7.1709
O1 3.9919 39.1305 -7.7893
H1 6.9543 37.1789 -5.8960
H2 5.4846 36.8751 -6.7058
H3 6.6737 37.8436 -7.5353
H4 3.7780 38.3579 -5.3240
H5 5.1932 38.1362 -4.2017
H6 4.4634 39.6644 -4.3864
H7 6.4245 40.4569 -4.6901
H8 7.5229 39.1351 -4.9317
H9 8.4469 41.2928 -5.9290
H10 8.3974 39.9495 -7.0142
H11 7.5764 41.8763 -8.0850
H12 6.3932 42.1491 -6.7795
H13 4.1681 41.0687 -9.4398
H14 5.5817 42.0713 -9.6702
H15 4.5995 42.2293 -8.2260
H16 6.2039 38.6005 -9.3752
H17 7.6842 39.4603 -8.9649
H18 6.6006 40.1845 -10.1247
H19 3.1893 39.6250 -7.5670
C10 9.3878 46.0332 -10.6785
C11 8.5519 45.0239 -9.8988
C12 7.0750 45.3500 -10.0269
C13 8.7109 43.6123 -10.5568
C14 10.1153 43.0647 -10.3049
C15 10.2300 42.8421 -8.7862
C16 10.0924 44.1522 -7.9856
C17 9.8270 43.7603 -6.5241
C18 11.3713 44.9970 -8.0481
N2 8.9402 44.8924 -8.4820
O2 8.6729 46.0738 -7.7335
H20 10.4601 45.8309 -10.6640
H21 9.0813 46.0453 -11.7267
H22 9.3377 47.0541 -10.2935
H23 6.7588 46.1478 -9.3534
H24 6.8870 45.6843 -11.0496
H25 6.3591 44.5511 -9.8174
H26 8.0076 42.9020 -10.1129
H27 8.3171 43.7647 -11.5648
H28 10.2833 42.0948 -10.7767
H29 10.9354 43.7277 -10.5741
H30 11.2919 42.6072 -8.6616
H31 9.5637 42.0637 -8.4213
H32 9.6250 44.6098 -5.8710
H33 10.7047 43.2548 -6.1246
H34 8.8904 43.1986 -6.5557
H35 12.2145 44.5261 -7.5398
H36 11.1930 45.9800 -7.6169
H37 11.6428 45.0814 -9.1022
H38 7.7045 46.0762 -7.6829
C19 8.5541 47.9021 2.6551
C20 7.4393 47.0228 2.0073
C21 8.0641 45.6869 1.6083
C22 6.3502 46.8336 3.1129
C23 5.0165 46.4649 2.5055
C24 4.6521 47.5422 1.4610
C25 5.6242 47.6448 0.2954
C26 5.5299 46.3650 -0.5709
C27 5.2742 48.8709 -0.5345
N3 6.9568 47.8083 0.8655
O3 7.9499 48.1460 -0.0696
H39 9.1239 47.4436 3.4621
H40 9.2477 48.2130 1.8760
H41 8.0201 48.7708 3.0422
H42 8.5892 45.7681 0.6548
H43 8.8222 45.3830 2.3317
H44 7.3300 44.8788 1.5623
H45 6.6295 45.8908 3.5984
H46 6.3237 47.6901 3.7783
H47 5.0585 45.5197 1.9557
H48 4.2176 46.2891 3.2277
H49 4.4685 48.5239 1.9014
H50 3.6902 47.2061 1.0544
H51 4.5178 46.3107 -0.9906
H52 5.7013 45.4036 -0.0940
H53 6.1499 46.4429 -1.4712
H54 4.3120 48.7706 -1.0427
H55 5.9894 49.0139 -1.3461
H56 5.2720 49.7573 0.0974
H57 8.0079 47.3655 -0.6507
O4 2.5424 47.2954 -4.9604
C28 3.1340 48.6029 -4.8020
C29 4.5808 48.5979 -4.3551
O5 5.1010 49.9176 -4.4148
H58 1.6578 47.2958 -4.5901
H59 2.9903 49.1508 -5.7347
H60 2.4921 49.1367 -4.0951
H61 5.1570 48.0896 -5.1393
H62 4.7765 48.0689 -3.4199
H63 6.0296 49.8975 -4.1621
O6 3.4041 42.0370 -5.7156
C30 2.1320 42.4711 -6.1536
C31 1.1273 41.3320 -6.3172
O7 1.5347 40.5057 -7.4090
H64 3.6995 41.3339 -6.3265
H65 1.6929 43.3353 -5.6495
H66 2.2544 42.9241 -7.1547
H67 0.1842 41.8171 -6.5926
H68 1.0943 40.7187 -5.4201
H69 1.4666 41.0371 -8.2108
O8 6.6287 45.2098 -4.3081
C32 5.9993 44.4796 -5.3679
C33 4.9869 45.2508 -6.1843
O9 5.6151 46.0168 -7.1965
H70 6.1304 46.0155 -4.1350
H71 6.8404 44.0972 -5.9466
H72 5.4341 43.6613 -4.9109
H73 4.4396 45.8697 -5.4660
H74 4.2211 44.5881 -6.5988
H75 4.9695 46.5541 -7.6814
O10 3.6006 47.5312 -9.0305
H76 3.7885 47.3113 -9.9519
H77 2.9398 46.8767 -8.7430
O11 8.7977 46.9225 -5.1796
H78 8.1811 46.2213 -4.9334
H79 9.2390 46.5564 -5.9617
O12 1.8825 45.8566 -7.4642
H80 2.0516 46.5583 -6.8013
H81 0.9614 45.6089 -7.3317
O13 3.0201 42.3398 -2.9785
H82 2.7284 41.4402 -2.8028
H83 3.1879 42.3619 -3.9441
O14 6.1991 48.8932 -8.9562
H84 5.2747 48.7376 -9.1965
H85 6.1675 49.1966 -8.0419

Frontier orbital gap   7.4 eV
ΔE to the lowest compared entry with this formula, charge and spin   0.0 kcal per mole
Highest occupied orbital energy   -7.698 eV



Here is a structure of composition C30H75F6K2N3O32P5S6 at a distorted geometry from the Open Molecules 2025 dataset. Energies are from ωB97M-V/def2-TZVPD.

Geometry (Å):
K1 -2.7698 4.0886 -2.6442
K2 -0.3198 5.2301 -0.3554
N1 -4.9066 5.2662 2.0683
S1 -3.3480 4.7723 2.3913
O1 -2.3662 5.1700 1.4004
O2 -3.1442 3.5720 3.1698
F1 -3.0914 5.9028 3.5157
S2 -5.1862 4.2398 0.9151
O3 -5.2740 2.8596 1.2558
O4 -4.6418 4.5907 -0.3853
F2 -6.7081 4.5980 0.7077
N2 -3.7514 1.1483 -6.5297
S3 -2.1008 1.4969 -6.5377
O5 -1.2107 0.3666 -6.6452
O6 -1.6699 2.7428 -5.9524
F3 -2.0597 2.0443 -8.0502
S4 -3.7751 0.7603 -5.0301
O7 -3.5797 1.7961 -4.0404
O8 -3.3273 -0.5689 -4.7025
F4 -5.3737 0.5295 -4.9555
N3 -0.5231 2.9350 -1.5515
S5 -0.9035 1.6398 -0.5944
O9 0.1464 1.3451 0.3429
O10 -1.6805 0.5490 -1.1136
F5 -1.9844 2.4957 0.2327
S6 0.3389 2.1492 -2.4899
O11 -0.3264 1.4673 -3.5723
O12 1.6636 1.7292 -2.1026
F6 0.7668 3.4528 -3.4151
C1 3.6894 -6.7508 -0.7960
C2 3.3300 -6.5212 0.6711
O13 2.0144 -5.9493 0.7333
P1 1.7820 -4.3776 1.0024
O14 0.4192 -4.0186 1.4520
O15 2.9755 -4.0253 1.9942
C3 2.9896 -2.9452 2.9213
C4 4.4128 -2.6944 3.3567
O16 2.1992 -3.7936 -0.4214
C5 2.2567 -2.3508 -0.5740
C6 0.9559 -1.9229 -1.2292
H1 4.5056 -7.4749 -0.8740
H2 2.8997 -7.2175 -1.3880
H3 3.9373 -5.8485 -1.3545
H4 3.2191 -7.5025 1.1337
H5 4.0661 -5.9448 1.2261
H6 2.5017 -2.0226 2.6000
H7 2.4242 -3.1940 3.8244
H8 4.9513 -2.0504 2.6583
H9 4.4540 -2.2152 4.3341
H10 5.0186 -3.6011 3.3891
H11 2.5109 -1.9291 0.4003
H12 3.0542 -2.0625 -1.2536
H13 0.1097 -2.1976 -0.5966
H14 0.8286 -0.8533 -1.3862
H15 0.8398 -2.4118 -2.1949
C7 1.5809 0.5776 7.8201
C8 0.1458 0.1942 7.5266
O17 -0.2750 0.3477 6.1665
P2 0.2790 -0.7227 5.1093
O18 1.6885 -0.5513 4.7763
O19 -0.7435 -0.5426 3.8934
C9 -0.3645 -0.9766 2.5838
C10 -1.5959 -1.0229 1.6909
O20 -0.0875 -2.1732 5.7576
C11 -1.4353 -2.4852 6.0396
C12 -1.4476 -3.6029 7.0756
H16 2.3633 0.0415 7.2762
H17 1.8101 1.5675 7.4110
H18 1.8020 0.5332 8.8845
H19 -0.0954 -0.8287 7.8316
H20 -0.5223 0.7651 8.1730
H21 0.3247 -0.3231 2.0400
H22 0.0822 -1.9705 2.6611
H23 -1.3729 -1.6298 0.8160
H24 -2.4427 -1.4033 2.2648
H25 -1.8645 -0.0062 1.4008
H26 -2.0071 -1.6693 6.4998
H27 -2.0123 -2.7302 5.1450
H28 -0.8930 -4.4898 6.7688
H29 -1.0170 -3.3107 8.0353
H30 -2.4864 -3.8661 7.2870
C13 4.7419 -0.0657 -1.4112
C14 4.4904 0.5726 -2.7650
O21 5.4360 0.1750 -3.7531
P3 5.3006 0.6166 -5.2590
O22 5.9695 1.8772 -5.6406
O23 3.7074 0.6250 -5.4524
C15 3.1284 0.9519 -6.7435
C16 1.9626 1.8517 -6.4607
O24 5.7683 -0.6998 -6.0453
C17 6.9270 -0.6813 -6.8774
C18 6.5971 -0.3506 -8.3335
H31 5.0805 -1.1072 -1.4245
H32 5.5255 0.3305 -0.7548
H33 3.8678 -0.1001 -0.7608
H34 3.4924 0.2458 -3.0603
H35 4.4076 1.6580 -2.6983
H36 3.8110 1.3232 -7.5122
H37 2.8324 -0.0147 -7.1618
H38 2.1614 2.6988 -5.8083
H39 1.6479 2.2654 -7.4270
H40 1.0845 1.3179 -6.0979
H41 7.6508 0.0316 -6.4766
H42 7.3420 -1.6842 -6.7699
H43 5.8551 0.4443 -8.3813
H44 7.4775 -0.0590 -8.9047
H45 6.1963 -1.2545 -8.7955
C19 0.4390 2.4662 3.5105
C20 0.4725 4.0071 3.3099
O25 1.8372 4.5154 3.2690
P4 2.7462 4.0838 2.0538
O26 2.1251 4.1632 0.7235
O27 4.0282 4.9642 2.3009
C21 4.4670 5.9808 1.3997
C22 4.9752 5.4339 0.0662
O28 3.1808 2.6039 2.4720
C23 3.8551 1.7954 1.4902
C24 4.5096 0.6708 2.2502
H46 0.6940 1.9862 2.5652
H47 1.2817 2.1854 4.1411
H48 -0.5669 2.2246 3.8415
H49 -0.0408 4.2321 2.3774
H50 -0.0064 4.4474 4.1790
H51 3.6886 6.7380 1.2694
H52 5.2477 6.5356 1.9211
H53 4.2900 4.6893 -0.3393
H54 5.3221 6.2171 -0.6021
H55 5.8415 4.7836 0.2394
H56 3.0231 1.4756 0.8559
H57 4.5871 2.3806 0.9255
H58 5.0409 -0.0628 1.6441
H59 5.2022 1.0424 3.0065
H60 3.7415 0.1053 2.7834
C25 -11.0312 -1.2139 1.0597
C26 -10.2317 -1.4434 -0.2246
O29 -8.8486 -1.2928 -0.0020
P5 -7.8765 -2.5497 -0.0912
O30 -8.2735 -3.7613 0.6382
O31 -7.6808 -2.7454 -1.6495
C27 -6.6262 -3.5546 -2.1774
C28 -5.8256 -2.7091 -3.1662
O32 -6.4854 -1.9167 0.3611
C29 -6.0507 -0.6091 0.0546
C30 -4.5208 -0.5682 0.1317
H61 -12.0998 -1.1053 0.8937
H62 -10.7810 -2.1002 1.6451
H63 -10.6530 -0.3072 1.5296
H64 -10.5517 -2.3511 -0.7494
H65 -10.5936 -0.7725 -1.0156
H66 -5.9486 -3.8820 -1.3865
H67 -7.0507 -4.4142 -2.6950
H68 -4.8424 -3.1571 -3.3268
H69 -6.3353 -2.7187 -4.1281
H70 -5.6326 -1.7166 -2.7677
H71 -6.3572 -0.3084 -0.9513
H72 -6.4644 0.1059 0.7687
H73 -4.1299 0.4209 0.3611
H74 -4.1553 -1.2530 0.8998
H75 -4.0500 -0.9251 -0.7861

Frontier orbital gap   8.1 eV
ΔE to the lowest compared entry with this formula, charge and spin   0.0 kcal per mole
Highest occupied orbital energy   -7.542 eV
Net charge   -1



Here is the molecule C4H5N3O at a distorted geometry from the Open Molecules 2025 dataset. Energies are from ωB97M-V/def2-TZVPD.

Geometry (Å):
H1 -0.8580 3.0080 0.5116
N1 -0.4028 2.1015 0.5743
C1 -1.0568 1.2642 -0.1100
N2 -0.5402 0.0026 -0.4020
O1 -1.5474 -0.9722 -0.3403
C2 0.6982 -0.4579 0.0850
C3 0.7754 -1.6976 0.6209
C4 1.8891 0.3385 -0.2577
N3 2.9393 0.8018 -0.4680
H2 -2.0822 1.3372 -0.5236
H3 -1.4930 -1.3512 -1.2536
H4 -0.1380 -2.2579 0.7205
H5 1.8163 -2.1169 0.8430

Frontier orbital gap   9.8 eV
ΔE to the lowest compared entry with this formula, charge and spin   95.1 kcal per mole
Highest occupied orbital energy   -9.378 eV



Here is a structure of composition C16H21Cl2IN4O5S2Tl from the Open Molecules 2025 dataset. Energies are from ωB97M-V/def2-TZVPD.

Geometry (Å):
Tl1 -0.2465 -0.0309 -0.2577
O1 -0.0293 2.7840 2.8994
S1 -0.1316 1.6235 2.0837
O2 -0.3016 0.3731 3.0012
O3 1.0906 1.3082 1.2773
O4 -1.2677 1.6027 1.1203
C1 -0.7066 -1.8517 3.6087
C2 -1.0549 -0.8491 2.5302
O5 -0.5708 -1.3337 1.3204
C3 -2.5308 -0.4928 2.5375
C4 -3.0474 0.2792 3.5738
C5 -4.4003 0.5726 3.6182
C6 -5.2541 0.0935 2.6312
C7 -4.7448 -0.6858 1.6055
C8 -3.3865 -0.9762 1.5623
H1 0.3661 -2.0375 3.5988
H2 -1.2443 -2.7768 3.4032
H3 -1.0063 -1.4785 4.5864
H4 -2.3867 0.6706 4.3375
H5 -4.7907 1.1790 4.4248
H6 -6.3110 0.3216 2.6697
H7 -5.4024 -1.0722 0.8365
H8 -2.9972 -1.5986 0.7733
I1 -5.5676 -2.0446 -3.4492
C9 -3.8157 -2.0153 -2.3793
C10 -3.2397 -3.0573 -1.6870
N1 -2.1095 -2.5828 -1.1378
N2 -1.9229 -1.2854 -1.4285
C11 -2.9510 -0.9304 -2.1889
H9 -3.5561 -4.0782 -1.5525
H10 -1.4733 -3.0460 -0.5046
H11 -3.0340 0.0780 -2.5612
Cl1 1.1064 -2.1219 -2.2441
C12 2.7114 -1.9535 -1.4889
Cl2 2.5715 -1.1769 0.0880
H12 3.3239 -1.3317 -2.1293
H13 3.1311 -2.9423 -1.3538
S2 0.1446 1.4308 -2.1881
C13 0.0493 2.9969 -1.3898
N3 -0.8212 3.8679 -1.8756
C14 -1.0565 5.1896 -1.2735
C15 -0.6805 5.1225 0.1969
C16 0.7346 4.5917 0.3341
N4 0.8442 3.3191 -0.3980
H14 -1.3927 3.5612 -2.6465
H15 -2.1103 5.4244 -1.4050
H16 -0.4699 5.9430 -1.8011
H17 -1.3666 4.4564 0.7239
H18 -0.7550 6.1112 0.6455
H19 0.9902 4.3869 1.3721
H20 1.4614 5.2938 -0.0757
H21 1.3823 2.5636 0.0282

Frontier orbital gap   7.6 eV
ΔE to the lowest compared entry with this formula, charge and spin   3.3 kcal per mole
Highest occupied orbital energy   -11.469 eV
Net charge   +1



Here is a cluster of 2 separate species, C6H15N3O2 in total at a distorted geometry from the Open Molecules 2025 dataset. Energies are from ωB97M-V/def2-TZVPD.

Geometry (Å):
C1 1.6814 1.7733 -0.4930
C2 0.9931 2.9253 0.2338
C3 1.6118 -0.5886 -0.8740
N1 0.9102 0.5823 -0.4492
N2 2.5265 -0.9466 -0.0840
N3 1.2583 -1.2299 -2.0410
H1 1.8045 2.2600 -1.4806
H2 2.6985 1.5081 -0.1794
H3 1.5253 3.3721 1.0800
H4 -0.0877 2.8390 0.4744
H5 -0.1409 0.6600 -0.3708
H6 -1.4263 -0.0353 3.4856
H7 3.1752 -1.6613 -0.3790
H8 2.0575 -1.6364 -2.5210
H9 0.6558 -0.7275 -2.6893
H10 1.1238 3.8652 -0.2986
C4 -2.6934 -1.3508 0.7844
C5 -1.7595 -1.9776 -0.2089
C6 -1.8758 -0.4624 1.7222
O1 -1.1884 0.4131 1.2222
O2 -1.9241 -0.7252 3.0086
H11 -3.2799 -0.5269 0.3135
H12 -3.4045 -2.0295 1.2502
H13 -0.8362 -2.2356 0.3343
H14 -1.3956 -1.2640 -0.9615
H15 -2.0098 -2.8009 -0.8788

Frontier orbital gap (alpha / beta)   11.6 / 6.9 eV
Expectation value of S²   0.7580
Multiplicity   2
Highest occupied orbital energy (alpha / beta)   -14.311 / -14.172 eV
Net charge   +1



Here is the molecule C5H8O from the Open Molecules 2025 dataset. Energies are from ωB97M-V/def2-TZVPD.

Geometry (Å):
C1 -1.1274 0.6205 0.0068
C2 0.1933 0.9789 0.7279
C3 1.1417 -0.1672 0.4388
O1 0.3609 -1.2657 -0.1563
C4 1.5554 -0.3739 -0.9674
C5 -0.9332 -0.7822 -0.5847
H1 -1.3601 1.3398 -0.7809
H2 -1.9645 0.6247 0.7105
H3 0.6223 1.9022 0.3291
H4 0.0403 1.1069 1.8041
H5 1.6943 -0.5569 1.2990
H6 2.3548 -1.1349 -0.9458
H7 -0.9232 -0.7820 -1.6746
H8 -1.6547 -1.5103 -0.2065

Frontier orbital gap   9.1 eV
ΔE to the lowest compared entry with this formula, charge and spin   99.4 kcal per mole
Highest occupied orbital energy   -8.080 eV



Here is a cluster of 2 separate species, C4H12 in total from the Open Molecules 2025 dataset. Energies are from ωB97M-V/def2-TZVPD.

Geometry (Å):
C1 2.4672 -1.5065 -0.5907
C2 1.5187 -0.3534 -0.9297
H1 1.9540 -2.3198 -0.0801
H2 2.8772 -1.9587 -1.5011
H3 3.3055 -1.1818 0.0184
H4 0.5187 -0.4744 -0.5052
H5 1.3347 -0.2666 -2.0019
H6 1.8962 0.6155 -0.5777
C3 -1.7558 0.8891 1.5005
C4 -2.1917 0.9755 0.0354
H7 -0.6920 0.6430 1.5888
H8 -1.9207 1.8368 2.0176
H9 -2.3278 0.1199 2.0174
H10 -1.6322 0.2818 -0.5859
H11 -3.2489 0.7149 -0.0446
H12 -2.1030 1.9845 -0.3613

Frontier orbital gap   12.9 eV
ΔE to the lowest compared entry with this formula, charge and spin   4.2 kcal per mole
Highest occupied orbital energy   -11.756 eV